(1)
A 12-piece molecular cluster, C46H59Cl2F33O22 overall in a non-equilibrium geometry, computed with ωB97M-V/def2-TZVPD.

Output
gap between HOMO and LUMO: 11.1 eV
SMILES string: CCOC(=O)C(F)(F)F.CCOC(=O)C(F)(F)F.CCOC(=O)C(F)(F)F.CCOC(=O)C(F)(F)F.CCOC(=O)C(F)(F)F.CCOC(=O)C(F)(F)F.CCOC(=O)C(F)(F)F.CCOC(=O)C(F)(F)F.CCOC(=O)C(F)(F)F.CCOC(=O)C(F)(F)F.CCOC(=O)C(F)(F)F.ClCCCl
2S+1: 1

CARTESIAN COORDINATES (ANGSTROEM)
C 2.772 -3.136 -0.214
C 2.481 -4.524 -0.794
O 1.933 -5.298 0.277
C 1.698 -6.585 0.108
O 1.691 -7.124 -0.960
C 1.254 -7.297 1.377
F 1.578 -6.633 2.492
F -0.055 -7.528 1.364
F 1.874 -8.485 1.453
H 1.930 -2.769 0.367
H 3.169 -2.492 -0.993
H 3.572 -3.390 0.487
H 3.401 -4.955 -1.197
H 1.789 -4.585 -1.637
C 0.552 4.956 1.871
C 0.742 6.359 2.447
O 1.828 6.501 3.355
C 3.041 6.119 3.005
O 3.349 5.726 1.918
C 4.076 6.237 4.130
F 4.988 7.135 3.780
F 3.504 6.648 5.257
F 4.629 5.050 4.312
H 0.472 4.189 2.644
H 1.302 4.660 1.145
H -0.455 5.031 1.454
H -0.160 6.652 2.984
H 0.785 7.107 1.651
C 0.423 -0.698 6.339
C -0.008 0.476 5.472
O 1.069 1.376 5.275
C 1.763 1.334 4.151
O 1.473 0.592 3.250
C 2.912 2.335 4.149
F 2.490 3.478 4.683
F 3.948 1.909 4.888
F 3.349 2.500 2.908
H 1.250 -1.298 5.960
H -0.416 -1.394 6.411
H 0.633 -0.323 7.340
H -0.779 1.009 6.027
H -0.464 0.089 4.561
C -1.558 -4.063 -1.665
C -2.227 -5.178 -2.481
O -2.294 -6.338 -1.643
C -3.288 -6.607 -0.845
O -4.245 -5.910 -0.673
C -3.184 -8.004 -0.184
F -4.283 -8.692 -0.473
F -2.162 -8.705 -0.672
F -3.028 -7.868 1.126
H -2.324 -3.603 -1.032
H -1.232 -3.200 -2.231
H -0.818 -4.524 -1.014
H -1.644 -5.438 -3.359
H -3.237 -4.888 -2.767
C -0.803 -3.784 2.052
C -0.202 -2.857 3.116
O 1.192 -3.148 3.228
C 1.595 -3.891 4.245
O 0.908 -4.311 5.126
C 3.101 -4.152 4.249
F 3.659 -3.878 3.055
F 3.658 -3.370 5.185
F 3.354 -5.433 4.502
H -0.174 -3.681 1.168
H -1.816 -3.429 1.855
H -0.853 -4.820 2.381
H -0.830 -3.038 3.990
H -0.247 -1.805 2.839
C -3.591 -0.653 0.387
C -5.077 -0.973 0.649
O -5.554 -2.058 -0.126
C -5.992 -1.843 -1.366
O -6.058 -0.760 -1.859
C -6.466 -3.149 -2.012
F -7.646 -2.957 -2.593
F -5.585 -3.514 -2.954
F -6.584 -4.129 -1.138
H -3.328 0.276 0.892
H -3.339 -0.625 -0.669
H -2.974 -1.408 0.883
H -5.598 -0.041 0.423
H -5.248 -1.191 1.699
C 0.061 5.166 -2.048
C -1.357 5.620 -2.199
O -1.728 5.524 -3.579
C -2.950 5.162 -3.908
O -3.841 4.866 -3.173
C -3.092 5.031 -5.453
F -2.919 3.754 -5.801
F -4.316 5.393 -5.803
F -2.164 5.744 -6.078
H 0.688 5.586 -2.837
H 0.220 4.090 -1.992
H 0.512 5.561 -1.134
H -1.433 6.700 -2.025
H -2.037 5.194 -1.460
C 2.287 1.572 -4.087
C 2.150 0.887 -5.442
O 1.126 1.480 -6.213
C 0.449 0.796 -7.130
O 0.651 -0.346 -7.441
C -0.600 1.598 -7.892
F -1.835 1.182 -7.611
F -0.523 2.899 -7.588
F -0.374 1.452 -9.203
H 3.127 1.203 -3.500
H 1.382 1.463 -3.484
H 2.448 2.646 -4.208
H 1.910 -0.160 -5.258
H 3.108 1.031 -5.943
C -0.361 -1.809 -4.402
C 0.260 -3.214 -4.480
O 1.477 -3.271 -5.210
C 2.643 -3.003 -4.627
O 2.800 -2.786 -3.463
C 3.786 -2.946 -5.647
F 3.367 -3.128 -6.887
F 4.352 -1.714 -5.597
F 4.756 -3.795 -5.300
H -1.310 -1.999 -3.897
H -0.684 -1.477 -5.389
H 0.340 -1.155 -3.893
H -0.432 -3.918 -4.935
H 0.490 -3.489 -3.448
C 4.807 -0.609 2.069
C 5.911 -0.299 1.026
O 5.707 0.984 0.436
C 4.784 1.224 -0.474
O 4.011 0.427 -0.927
C 4.765 2.745 -0.835
F 5.790 3.377 -0.226
F 4.922 2.976 -2.140
F 3.624 3.280 -0.395
H 4.756 0.239 2.754
H 4.992 -1.486 2.690
H 3.811 -0.762 1.655
H 5.858 -1.047 0.234
H 6.885 -0.331 1.502
C -5.999 6.131 5.561
C -4.832 5.201 5.314
O -4.840 4.907 3.909
C -3.749 4.326 3.429
O -2.766 4.104 4.056
C -3.931 3.922 1.944
F -2.761 4.031 1.326
F -4.301 2.638 1.943
F -4.835 4.656 1.324
H -6.110 6.361 6.619
H -6.899 5.686 5.138
H -5.820 7.082 5.059
H -4.854 4.301 5.929
H -3.898 5.698 5.583
Cl -0.443 -0.871 -1.110
C 0.515 -0.080 0.150
C 0.551 1.420 -0.046
Cl -1.064 2.203 -0.128
H 1.452 -0.569 0.407
H -0.034 -0.200 1.090
H 1.238 1.730 -0.834
H 0.960 1.899 0.844

(2)
C46H61IN10OPSSn as an isolated structure, computed with ωB97M-V/def2-TZVPD.

Output
energy above the lowest of the compared OMol25 structures with the same formula, charge and spin: 0.294 eV
net charge: +3
gap between HOMO and LUMO: 4.8 eV
2S+1: 1

CARTESIAN COORDINATES (ANGSTROEM)
Sn -0.680 -1.707 -0.318
C -5.137 4.601 0.133
C -4.536 3.311 -0.279
C -4.672 2.872 -1.632
C -4.138 1.699 -2.006
C -3.388 0.852 -1.076
N -2.752 -0.202 -1.469
C -2.559 -0.461 -2.823
C -2.116 0.542 -3.703
C -1.881 0.272 -5.032
C -2.093 -1.011 -5.545
C -1.836 -1.305 -6.990
C -2.513 -2.014 -4.673
C -2.720 -1.769 -3.329
N -3.214 -2.815 -2.519
C -4.162 -3.734 -2.844
C -4.359 -4.520 -1.743
C -3.481 -4.002 -0.778
N -2.785 -2.983 -1.252
C -3.423 1.239 0.356
C -3.944 2.483 0.669
N -2.950 0.448 1.375
C -2.925 0.791 2.717
C -2.658 -0.326 3.426
C -2.518 -1.343 2.448
N -2.676 -0.893 1.230
H -5.078 5.339 -0.666
H -6.204 4.439 0.331
H -4.689 4.993 1.044
H -5.241 3.472 -2.330
H -4.295 1.324 -3.007
H -1.898 1.523 -3.299
H -1.514 1.055 -5.682
H -2.425 -0.640 -7.623
H -0.787 -1.125 -7.233
H -2.079 -2.333 -7.247
H -2.660 -3.019 -5.049
H -4.638 -3.732 -3.810
H -5.052 -5.336 -1.640
H -3.326 -4.338 0.235
H -3.962 2.824 1.691
H -3.094 1.792 3.065
H -2.576 -0.415 4.494
H -2.281 -2.385 2.599
C 0.803 -5.810 3.998
C 1.612 -5.029 3.032
N 2.888 -4.820 3.096
N 3.172 -4.067 1.996
C 2.105 -3.787 1.246
S 2.007 -2.926 -0.202
N 1.093 -4.392 1.919
N -0.237 -4.394 1.456
H 1.465 -6.191 4.772
H 0.320 -6.661 3.514
H 0.040 -5.190 4.472
H 4.127 -3.811 1.791
H -0.788 -4.878 2.161
H -0.251 -4.962 0.606
I -0.453 -5.215 -2.565
C 0.495 -3.549 -3.401
C 1.190 -3.739 -4.588
C 1.813 -2.645 -5.163
C 1.713 -1.409 -4.541
C 0.987 -1.326 -3.370
N 0.381 -2.375 -2.798
H 1.253 -4.720 -5.035
H 2.377 -2.762 -6.079
H 2.198 -0.532 -4.946
H 0.899 -0.380 -2.848
O 0.015 0.099 0.786
P 1.290 0.802 1.330
C 1.990 -0.357 2.557
C 1.173 -0.407 3.863
C 1.663 0.573 4.930
C 3.161 0.424 5.183
C 3.960 0.603 3.896
C 3.499 -0.391 2.837
C 2.464 0.965 -0.033
C 3.800 1.703 0.278
C 4.024 2.885 -0.661
C 4.010 2.432 -2.121
C 2.779 1.554 -2.449
C 1.782 1.529 -1.293
C 0.702 2.383 2.021
C 1.756 3.399 2.493
C 1.056 4.689 2.920
C 0.398 5.394 1.720
C 0.146 4.422 0.564
C -0.335 3.067 1.076
H 1.760 -1.263 1.982
H 1.262 -1.422 4.265
H 0.111 -0.251 3.650
H 1.107 0.404 5.854
H 1.450 1.602 4.628
H 3.358 -0.574 5.588
H 3.488 1.138 5.940
H 5.024 0.464 4.086
H 3.846 1.626 3.528
H 3.710 -1.398 3.214
H 4.068 -0.288 1.914
H 2.687 -0.094 -0.243
H 4.623 0.998 0.145
H 3.852 2.029 1.316
H 4.978 3.357 -0.430
H 3.259 3.650 -0.493
H 4.922 1.867 -2.318
H 4.042 3.302 -2.775
H 3.097 0.528 -2.655
H 2.284 1.918 -3.352
H 0.905 0.924 -1.542
H 1.411 2.539 -1.110
H 0.163 2.031 2.909
H 2.468 3.621 1.696
H 2.326 2.996 3.327
H 1.771 5.353 3.403
H 0.307 4.443 3.679
H 1.030 6.210 1.371
H -0.544 5.848 2.031
H 1.061 4.297 -0.019
H -0.594 4.839 -0.122
H -0.606 2.405 0.252
H -1.253 3.236 1.649

> Number 1 is which compound?

C46H59Cl2F33O22